Computed, not measured: C23H51O23P2V2 as an isolated structure in a non-equilibrium geometry, with ωB97M-V with the def2-TZVPD basis set.

Atoms and positions in Å:
O  -1.2318  -5.1103  4.2576
V  -1.7960  -3.7597  4.9817
O  -0.5585  -3.0985  5.7601
O  -3.5222  -5.4421  -2.7912
V  -3.9143  -5.7051  -1.2913
O  -2.6659  -6.6027  -0.6893
O  -1.6896  -0.2508  0.0508
C  -2.0701  -1.4830  0.5250
O  -2.5369  -2.2658  -0.2933
O  -1.8621  -1.7404  1.7173
H  -2.0000  -0.2417  -0.8576
C  -10.4391  -1.1713  -2.7795
O  -9.5432  -2.2454  -2.4755
P  -7.9106  -1.9684  -2.4633
O  -7.0637  -3.1578  -2.1705
O  -7.6619  -1.3803  -3.9891
C  -6.3454  -1.2098  -4.4781
O  -7.8424  -0.5983  -1.5910
C  -7.0717  -0.5923  -0.4069
H  -10.8535  -1.4848  -3.7376
H  -10.1089  -0.1370  -2.8762
H  -11.2433  -1.1387  -2.0445
H  -5.9984  -2.1357  -4.9368
H  -5.6776  -0.8838  -3.6807
H  -6.2464  -0.4909  -5.2914
H  -6.6079  -1.4914  -0.0012
H  -7.6494  -0.2644  0.4573
H  -6.2809  0.1431  -0.5544
C  3.9888  5.3390  6.2786
O  3.0324  4.5931  5.6256
P  1.6285  4.1274  6.3411
O  0.8521  5.1975  7.0489
O  0.8307  3.3894  5.1585
C  1.3674  2.3608  4.3376
O  2.1057  2.8855  7.2198
C  2.8065  3.1009  8.4473
H  4.5701  5.8927  5.5413
H  4.6661  4.6774  6.8186
H  3.5690  6.0482  6.9920
H  2.3994  2.5522  4.0437
H  0.7717  2.3415  3.4249
H  1.3230  1.3857  4.8227
H  3.8335  2.7610  8.3134
H  2.4284  2.5130  9.2836
H  2.7785  4.1529  8.7311
O  2.3862  -8.3402  -2.9564
C  2.1764  -7.7081  -1.8758
O  1.8618  -6.4502  -1.6696
C  1.7323  -5.5766  -2.7596
C  2.9995  -4.7601  -3.0077
C  2.5580  -8.4053  -0.5861
H  0.9413  -4.8814  -2.4785
H  1.4193  -6.0529  -3.6888
H  3.4334  -4.4581  -2.0545
H  2.7719  -3.8301  -3.5287
H  3.7828  -5.2526  -3.5839
H  1.9384  -8.0918  0.2540
H  3.6281  -8.2641  -0.4340
H  2.3506  -9.4744  -0.6322
O  7.0609  -1.4095  3.9155
C  5.9513  -0.8371  3.9612
O  4.8205  -1.4593  3.6123
C  4.8802  -2.8271  3.2128
C  3.4932  -3.1659  2.6338
C  5.8124  0.6207  4.2259
H  5.0648  -3.4001  4.1214
H  5.6769  -3.1259  2.5315
H  3.5046  -4.1742  2.2197
H  3.1917  -2.4498  1.8693
H  2.7184  -3.1169  3.3989
H  5.4857  0.7280  5.2603
H  5.1628  1.0720  3.4759
H  6.7966  1.0889  4.2101
O  -1.2200  0.9199  -4.6206
C  -1.0056  0.6585  -5.7741
O  -0.7388  1.5121  -6.7211
C  -0.5241  2.8910  -6.2638
C  -0.5800  3.7140  -7.5631
C  -0.9195  -0.8022  -6.2528
H  0.4807  2.8612  -5.8424
H  -1.2929  3.2679  -5.5893
H  0.1569  3.3118  -8.2581
H  -0.3469  4.7677  -7.4094
H  -1.5241  3.6702  -8.1061
H  -1.4493  -1.4980  -5.6023
H  0.1427  -1.0124  -6.3779
H  -1.3425  -0.7786  -7.2571
O  2.0021  7.0903  -1.5056
C  2.5013  6.4218  -0.6397
O  1.8856  5.7933  0.5001
C  0.4788  5.9712  0.5592
C  -0.3664  5.2705  -0.5510
C  3.9984  6.1917  -0.6806
H  0.2665  7.0371  0.6429
H  0.1302  5.6547  1.5422
H  -0.1715  5.6728  -1.5451
H  -1.4413  5.4118  -0.4377
H  -0.1618  4.2249  -0.7813
H  4.0844  5.2183  -0.1978
H  4.4379  6.9067  0.0149
H  4.3595  6.2431  -1.7078

Atoms 1-3, force components in eV/Å:
-1.729 3.805 2.241
4.877 -1.698 -1.175
-3.055 -1.666 -1.800

Calculated values
Energy above the lowest of the compared OMol25 structures with the same formula, charge and spin: 1107.3 kJ/mol
HOMO-LUMO gap: 3.59 eV
Charge: +1
LUMO: -7.34 eV

=====

Computed, not measured: a single C6H6O molecule in a non-equilibrium geometry, with ωB97M-V with the def2-TZVPD basis set.

Atoms and positions in Å:
O  -1.0703  -2.0452  -0.8330
C  -0.3099  -0.9437  -0.1880
C  -1.0165  -0.4238  0.9298
C  -0.6257  0.9869  0.9630
C  0.2387  1.5009  -0.0146
C  1.2069  0.7901  -0.6398
C  1.0734  -0.6037  -0.3162
H  -0.5159  -2.5157  -1.5082
H  -2.1053  -0.6744  1.1137
H  -1.0821  1.7010  1.7562
H  0.0844  2.5677  -0.3332
H  2.2026  1.0053  -1.0585
H  1.9197  -1.3454  0.1288

Atoms 1-3, force components in eV/Å:
2.996 1.304 0.611
-2.516 -4.425 2.282
0.183 2.930 -3.267

Calculated values
Energy above the lowest of the compared OMol25 structures with the same formula, charge and spin: 407.8 kJ/mol
HOMO-LUMO gap: 7.96 eV
Charge: 0
SMILES: Oc1ccccc1
LUMO: -0.02 eV